Computed, not measured: a molecular structure, C35H29FeN4O2P2S2 at a distorted geometry, with the ωB97M-V functional and the def2-TZVPD basis.

```
! RIJCOSX wB97M-V def2-TZVPD def2/J DEFGRID3
* xyz -1 5
Fe -0.09 0.43 0.34
N 0.13 0.03 2.57
C 1.56 -0.15 2.84
C 2.35 -0.56 1.60
O 3.44 -1.10 1.75
O 1.77 -0.32 0.47
H -0.21 0.90 2.96
H -0.41 -0.72 2.98
H 1.75 -0.90 3.61
H 2.00 0.79 3.18
C -2.17 -0.99 -2.86
N -1.31 -1.86 -2.01
P -1.76 -1.75 -0.33
C -3.52 -2.22 -0.36
C -4.33 -1.76 0.67
C -5.66 -2.15 0.76
C -6.20 -3.01 -0.20
C -5.39 -3.47 -1.23
C -4.07 -3.08 -1.32
C -1.05 -3.28 0.42
C -1.67 -4.52 0.37
C -1.10 -5.62 0.99
C 0.11 -5.50 1.66
C 0.75 -4.27 1.71
C 0.15 -3.16 1.11
P 0.38 -1.32 -2.09
C 1.29 -2.88 -1.79
C 2.56 -2.77 -1.24
C 3.34 -3.90 -1.04
C 2.85 -5.15 -1.37
C 1.57 -5.27 -1.91
C 0.80 -4.14 -2.13
C 0.65 -1.20 -3.90
C 1.53 -0.21 -4.33
C 1.86 -0.09 -5.67
C 1.29 -0.95 -6.60
C 0.41 -1.94 -6.18
C 0.09 -2.06 -4.84
H -3.21 -1.26 -2.73
H -1.92 -1.14 -3.91
H -2.06 0.08 -2.64
H -3.92 -1.08 1.41
H -6.28 -1.78 1.56
H -7.23 -3.31 -0.14
H -5.81 -4.14 -1.98
H -3.43 -3.45 -2.12
H -2.61 -4.65 -0.15
H -1.59 -6.58 0.94
H 0.56 -6.36 2.13
H 1.70 -4.15 2.20
H 0.67 -2.21 1.13
H 2.93 -1.79 -0.93
H 4.32 -3.80 -0.60
H 3.45 -6.04 -1.20
H 1.18 -6.25 -2.16
H -0.21 -4.24 -2.52
H 1.95 0.48 -3.60
H 2.54 0.69 -5.99
H 1.54 -0.85 -7.65
H -0.03 -2.61 -6.91
H -0.59 -2.85 -4.52
S 0.68 2.65 1.27
C 0.48 3.68 -0.11
C 1.19 4.88 -0.22
C 1.05 5.72 -1.32
C 1.82 6.94 -1.38
N 2.45 7.91 -1.44
C 0.16 5.38 -2.34
C -0.56 4.19 -2.24
C -0.42 3.34 -1.15
S -1.38 1.87 -1.09
C -0.02 6.22 -3.50
N -0.18 6.87 -4.43
H 1.88 5.15 0.56
H -1.25 3.93 -3.03
*
```

Its lowest unoccupied orbital energy (alpha / beta) is 2.127 / 2.110 eV. The value obtained for the HOMO-LUMO gap (alpha / beta) is 0.2414 / 0.2448 Eh. As for the electronic energy: -121461.282 eV. Its expectation value of S² is 6.016.

Atom charges from the Mulliken analysis, given in e for atoms 1 to 4:
1. Fe 0.497
2. N -0.505
3. C -0.830
4. C 0.652


Computed, not measured: a molecular structure, C35H29MoN4PS2, with the ωB97M-V functional and the def2-TZVPD basis.

```
! RIJCOSX wB97M-V def2-TZVPD def2/J DEFGRID3
* xyz 2 1
Mo 0.07 -1.32 -0.70
N -1.53 -2.62 1.69
P -0.85 -1.06 1.63
C -2.15 0.12 1.97
C -2.46 0.47 3.29
C -3.56 1.27 3.55
C -4.36 1.71 2.50
C -4.06 1.36 1.19
C -2.96 0.57 0.93
C 0.32 -1.04 2.98
C 0.72 0.19 3.51
C 1.70 0.23 4.49
C 2.28 -0.95 4.93
C 1.89 -2.18 4.41
C 0.91 -2.23 3.42
C -2.23 -3.01 0.57
C -3.31 -3.89 0.62
C -3.98 -4.19 -0.54
C -3.58 -3.60 -1.74
C -2.50 -2.76 -1.72
N -1.82 -2.46 -0.59
H -1.89 -2.96 2.57
H -1.84 0.13 4.11
H -3.79 1.55 4.56
H -5.22 2.34 2.70
H -4.69 1.71 0.38
H -2.72 0.29 -0.09
H 0.25 1.11 3.17
H 2.00 1.17 4.91
H 3.04 -0.92 5.70
H 2.34 -3.09 4.76
H 0.62 -3.18 3.01
H -3.61 -4.31 1.57
H -4.82 -4.87 -0.51
H -4.09 -3.81 -2.67
H -2.13 -2.31 -2.64
S 0.65 -3.17 -2.01
C 1.87 -1.96 -2.28
C 2.21 -1.65 -3.62
C 3.11 -0.66 -3.91
C 3.46 -0.39 -5.28
N 3.73 -0.18 -6.37
C 3.65 0.15 -2.86
C 3.28 -0.07 -1.57
C 2.43 -1.16 -1.24
S 1.99 -1.34 0.45
C 4.53 1.24 -3.18
N 5.21 2.12 -3.44
H 1.78 -2.24 -4.42
H 3.66 0.57 -0.78
C -1.47 2.56 -1.43
C -0.20 1.75 -1.81
C -0.03 1.81 -3.34
C -0.44 0.32 -1.46
C 1.01 2.28 -1.04
C 1.06 2.11 0.34
C 2.15 2.57 1.07
C 3.20 3.22 0.43
C 3.14 3.42 -0.94
C 2.05 2.95 -1.67
H -2.36 2.15 -1.91
H -1.33 3.58 -1.78
H -1.62 2.58 -0.35
H -0.92 1.42 -3.83
H 0.83 1.24 -3.68
H 0.09 2.84 -3.66
H -1.16 -0.20 -2.15
H 0.23 1.64 0.85
H 2.18 2.43 2.14
H 4.04 3.58 0.99
H 3.94 3.93 -1.46
H 2.04 3.11 -2.74
*
```

Its lowest unoccupied orbital energy is -7.727 eV. The value obtained for the HOMO-LUMO gap is 0.2459 Eh. As for the electronic energy: -75527.107 eV.

Atom charges from the Mulliken analysis, given in e for atoms 1 to 4:
1. Mo -2.064
2. N 0.175
3. P 2.664
4. C 0.913